Entry 1:
One molecule with the formula C6H7N, computed with the ωB97M-V functional and the def2-TZVPD basis.

Geometry as XYZ:
```
14
Properties=species:S:1:pos:R:3:forces:R:3
N 0.924081 0.391477 1.028517 0.4 0.4 0.1
C 1.120628 0.390132 -0.466231 0.5 0.3 -0.1
C -0.215938 0.165751 -1.094157 0.2 -0.9 -0.1
C 0.436197 -0.993595 0.926179 -1.0 0.1 0.3
C 0.721726 -1.037688 -0.589737 -1.6 0.3 -0.5
C -1.237239 0.621417 -0.084482 0.3 0.0 -0.2
C -0.527305 0.196369 1.177690 0.0 -0.1 -0.2
H 1.933855 0.953582 -0.892202 0.1 0.0 -0.1
H 1.103420 -1.867249 -1.207383 -0.3 0.7 0.5
H -2.289954 0.308908 -0.196559 0.6 -0.2 0.0
H -0.480718 0.430809 -2.125703 0.8 -0.5 0.2
H 0.620631 -1.795870 1.654738 0.1 0.6 -0.3
H -1.164216 1.702392 -0.272788 -0.5 0.1 0.8
H -0.945170 0.533564 2.142118 0.4 -0.7 -0.4
```
Forces are in eV/Å.

Computed properties:
* SMILES: C1[C@@H]2[C@H]3[C@@H]2N2[C@H]3[C@H]12
* largest force on an atom: 1.66 eV/A
* lowest unoccupied orbital energy: 0.043 hartree
* orbital gap: 0.36231 Ha
* HOMO: -8.69 eV

=====

Entry 2:
A 9-piece molecular cluster, C36H54O18 overall, computed with the ωB97M-V functional and the def2-TZVPD basis.

Geometry as XYZ:
```
108
Properties=species:S:1:pos:R:3:forces:R:3
O 5.997936 -1.206361 -0.248039 0.3 0.1 -0.1
O -3.019660 3.878877 -2.056954 -0.2 -0.1 0.0
O -0.960693 -4.805234 1.574091 0.0 0.1 0.2
O -6.223393 3.574109 3.812577 0.1 -0.6 0.0
O 2.267681 2.778045 -1.657764 -0.4 0.3 0.4
O -2.251400 3.319240 -4.063861 -0.1 -0.3 -0.8
O 5.031785 0.917294 2.270117 -0.2 -0.4 0.0
O -3.058158 1.121820 0.283094 -0.3 -0.1 0.3
O -1.111401 -1.216486 6.348143 0.2 0.0 -0.1
O -0.746102 -4.405152 -0.608154 -0.2 0.4 -0.2
O -1.145752 0.193270 0.941509 0.5 0.1 0.5
O -1.638904 -0.359399 -4.480813 0.0 -0.5 -0.1
O 4.294646 -2.304311 -1.169353 0.0 -0.1 -0.2
O 3.005324 0.625561 1.327061 0.1 -0.7 0.0
O 0.275166 0.431318 6.954967 -0.1 0.0 0.0
O -2.291953 -2.466528 -4.027260 0.4 0.1 0.1
O -6.487095 1.437980 4.464551 0.3 0.3 -0.1
O 4.456415 2.775709 -1.201696 0.0 0.1 0.1
C -1.978102 -6.149719 -1.565534 -0.7 -0.3 -0.1
C 5.802385 2.064197 2.653194 0.0 0.7 0.4
C 0.012677 0.257800 -1.075129 0.2 0.2 -0.4
C -5.899797 0.163421 4.142829 -0.3 0.3 -0.3
C 0.048035 -0.340001 0.324877 -0.3 -0.3 -1.4
C 5.103861 1.051713 -2.666886 0.1 0.1 -0.7
C -5.404765 0.305842 2.699474 0.3 -0.3 0.2
C -1.479743 0.294004 -1.386237 0.7 0.0 1.0
C -1.630944 0.510955 -5.633715 0.0 0.4 0.0
C 3.645170 0.863937 -2.271890 0.1 -0.2 0.3
C 2.988202 -2.782133 0.725432 -0.7 -0.4 0.1
C -1.472302 -4.736995 -1.825445 0.2 -0.5 0.5
C -2.477300 4.281432 -0.800554 0.5 0.9 0.6
C -2.410174 -1.613279 -6.303689 0.0 0.5 -0.2
C -1.799482 -1.635906 5.169128 -0.2 0.0 -0.5
C 5.591613 1.940463 -1.526937 0.2 -0.4 0.0
C -1.262350 -0.778661 4.000852 -0.6 -0.6 0.0
C 5.026266 -1.889481 -0.112892 -0.3 0.1 0.3
C 4.771836 3.094342 3.145201 0.7 -0.3 -0.2
C 3.194289 -3.139412 -0.736577 0.3 0.0 -0.2
C -5.948359 2.412322 3.676208 -0.2 0.5 0.1
C -2.093548 -1.590125 -4.823027 -0.6 0.4 -0.1
C -0.692325 3.998721 -2.305500 -0.2 -0.2 -0.5
C 3.638660 2.807092 2.172637 -0.3 -0.1 0.7
C 3.805186 1.319457 1.885505 0.2 1.3 -0.5
C -2.205040 -6.162365 -0.049274 0.4 0.0 0.0
C -0.687868 0.423332 4.708954 -0.4 0.3 0.5
C 3.316578 2.209161 -1.668707 0.4 -0.3 -0.4
C -2.570900 -0.124671 -6.663757 0.8 -0.6 1.0
C -0.423309 -0.068302 6.122396 0.4 -0.1 0.0
C -1.093382 4.861775 -1.122472 0.4 -0.4 -0.1
C -5.011171 1.787511 2.663288 -0.4 -0.8 0.3
C -1.275972 -5.060403 0.450756 0.1 -0.4 -0.3
C 4.379840 -2.362214 1.169975 -0.4 0.0 -0.1
C -2.024786 0.584738 0.001347 -0.1 0.4 -0.6
C -2.028775 3.678883 -2.950472 0.2 0.3 0.7
H -0.777171 -4.661138 -2.653481 0.0 0.1 -0.1
H -0.366515 4.772694 -0.316876 -0.2 0.0 0.2
H 2.368060 -2.925480 -1.408684 -0.1 0.0 0.1
H 2.911252 0.602634 -3.028447 0.2 0.0 -0.2
H -0.034202 4.427592 -3.056823 0.1 0.1 0.1
H -1.262274 -6.926238 -1.836843 0.3 0.2 0.0
H -1.154240 5.909106 -1.416419 -0.1 0.0 0.0
H -1.446783 1.206618 4.834177 0.1 0.0 -0.1
H 2.561682 -3.611341 1.290176 0.2 -0.1 0.0
H -3.087856 5.062678 -0.349271 -0.4 -0.2 -0.2
H -1.930681 1.502753 -5.299815 -0.1 -0.1 0.0
H 2.645852 2.946418 2.599560 0.0 0.1 -0.1
H 6.323016 2.443930 1.769674 0.0 -0.1 0.0
H 3.500420 -4.182201 -0.863561 -0.1 0.1 0.0
H -1.889918 -7.104240 0.394658 0.0 0.0 0.2
H 4.336840 -1.543027 1.878353 0.3 0.0 0.1
H -2.081028 -0.568619 3.314079 0.1 0.2 0.0
H 4.950127 -3.203405 1.565867 0.1 0.1 0.1
H -3.218842 -5.970525 0.301071 -0.1 0.1 -0.2
H -5.108791 2.257564 1.694045 0.2 0.1 0.0
H 0.194520 0.893795 4.290865 0.1 -0.1 -0.1
H -4.543005 -0.337972 2.518290 0.0 0.0 0.0
H 0.435249 1.264644 -1.014231 -0.2 0.0 -0.1
H -2.433669 3.434268 -0.117985 0.0 -0.1 -0.1
H -0.532563 -1.349608 3.428196 0.2 0.1 0.1
H -1.558830 -2.049149 -6.831584 -0.1 -0.2 0.0
H -0.093965 -1.414867 0.259697 0.2 -0.3 0.3
H -2.871878 -1.498943 5.334808 0.1 0.1 0.0
H -3.594918 0.168564 -6.450918 -0.1 0.3 -0.4
H -1.725953 1.065872 -2.102956 -0.5 -0.2 -0.1
H -0.606974 0.586031 -6.010682 0.0 -0.2 0.0
H 0.597877 -0.254829 -1.841071 0.0 -0.3 0.3
H -2.294407 -4.035883 -1.951586 0.1 0.1 -0.1
H 5.670080 0.135435 -2.817054 0.0 -0.1 0.5
H -5.068418 -0.024829 4.825596 -0.1 0.0 0.1
H 6.539144 1.807811 3.409216 -0.1 -0.4 0.0
H 3.601260 0.098221 -1.489074 -0.1 0.1 0.0
H -2.873088 -6.380600 -2.147587 0.0 0.2 0.1
H -2.195473 0.108897 -7.653272 -0.5 0.1 -0.2
H -3.313761 -2.187027 -6.480815 0.1 -0.3 0.0
H 2.247952 -1.991156 0.833353 0.3 0.3 -0.1
H 6.426048 2.581251 -1.799326 -0.1 0.1 0.0
H 3.711019 3.385228 1.251563 0.0 -0.2 -0.1
H -6.695316 -0.560456 4.290405 0.2 -0.2 0.0
H 4.490266 2.891049 4.178452 -0.1 -0.1 0.0
H -1.637082 -2.694984 4.972575 0.2 0.0 0.3
H 0.981468 -0.064895 0.794813 -0.3 0.1 0.8
H -1.828303 -0.706729 -1.650797 -0.1 0.2 -0.4
H 5.219393 4.086767 3.112557 -0.3 0.1 -0.1
H -3.993988 1.843333 3.055366 0.1 0.4 -0.2
H 5.194370 1.584886 -3.621049 -0.2 0.1 0.2
H 5.873252 1.345382 -0.653872 -0.1 0.0 0.0
H -0.240778 3.051576 -1.996551 0.0 0.1 0.0
H -6.167122 0.015954 1.977643 -0.1 0.3 0.0
```
Forces are in eV/Å.

Computed properties:
* SMILES: O=C1CCCO1.O=C1CCCO1.O=C1CCCO1.O=C1CCCO1.O=C1CCCO1.O=C1CCCO1.O=C1CCCO1.O=C1CCCO1.O=C1CCCO1
* largest force on an atom: 1.43 eV/A
* lowest unoccupied orbital energy: 0.013 hartree
* orbital gap: 0.37450 Ha
* HOMO: -9.84 eV